C36H54O27 | ωB97M-V with the def2-TZVPD basis set

Positions of all 117 atoms, in Å:
1 H 6.332 -0.206 -0.938
2 H 0.832 0.733 -0.310
3 H -2.335 -1.526 -4.367
4 C 3.548 -4.693 1.618
5 H -2.529 0.983 -3.666
6 H 2.622 3.546 -3.968
7 C 0.420 1.533 0.282
8 O -3.347 -0.574 3.846
9 C -5.626 1.146 -1.384
10 O -5.060 -1.881 3.962
11 H 3.892 -1.091 -2.339
12 O 0.014 3.499 -7.241
13 C -1.467 -4.260 3.016
14 H -2.816 -6.099 -0.553
15 H -1.366 -1.155 1.770
16 H -2.619 2.124 3.896
17 C -2.449 -1.031 5.879
18 H -2.585 -0.489 6.718
19 O 2.900 5.511 -0.526
20 H 4.802 4.563 2.794
21 H 1.485 -4.613 0.562
22 H -1.012 1.445 -2.510
23 O 4.769 -0.996 0.419
24 O -2.855 -4.344 3.080
25 H -5.323 2.179 -0.879
26 C -3.383 -4.559 1.697
27 C 5.376 -0.704 -0.787
28 O 4.184 3.778 0.085
29 H 4.090 -5.481 1.065
30 H 3.248 6.130 -5.000
31 H -1.806 -0.024 -2.318
32 H 4.261 -2.601 2.216
33 C -2.448 -0.006 4.739
34 C -1.035 0.263 -6.194
35 O -1.009 0.733 -7.305
36 O 3.153 -0.129 -0.681
37 H 4.790 1.801 -1.644
38 C 2.517 5.896 -4.382
39 C 4.719 3.177 1.266
40 O -1.868 1.456 0.943
41 O -0.423 0.607 -5.170
42 C -0.633 0.753 1.190
43 H -5.196 0.860 -2.270
44 H -5.607 -1.721 0.462
45 C 3.525 -4.865 3.793
46 H 5.744 -1.626 -1.280
47 H 2.172 -2.981 1.201
48 O -1.011 -4.378 1.827
49 C -5.682 0.149 -0.188
50 H 0.027 -1.212 0.662
51 H 1.233 1.881 0.909
52 C -1.616 0.628 -3.114
53 H -0.315 1.118 2.194
54 C 0.537 4.222 -3.864
55 O -3.632 -1.702 5.615
56 H 2.283 2.957 2.771
57 C 0.545 3.726 -6.027
58 H 0.035 5.300 -3.733
59 O -2.431 3.418 0.068
60 O 3.270 4.907 1.648
61 H -5.470 -1.639 -1.201
62 O -9.039 0.597 -0.870
63 H 3.643 2.166 3.549
64 H 2.536 3.684 4.093
65 C -2.718 1.500 5.005
66 C -7.865 0.577 -0.749
67 C -4.079 -1.373 4.457
68 C -1.503 -1.226 -4.761
69 H -0.995 -5.703 -0.574
70 C 3.225 3.082 3.346
71 H 0.475 3.494 -2.939
72 H -0.877 -2.165 -4.539
73 C -2.018 -5.734 0.087
74 C 1.945 4.434 -4.360
75 O -0.382 2.510 -0.313
76 C -0.923 -0.736 0.921
77 C 4.281 1.073 -2.344
78 H 4.334 2.234 1.181
79 H -1.615 -0.130 4.156
80 H -1.453 -1.507 6.027
81 O -7.147 -0.089 0.082
82 H 2.932 6.239 -3.331
83 C 4.135 -0.313 -1.679
84 O 2.856 -5.133 2.766
85 O 2.834 -0.578 1.448
86 H 1.640 6.712 -4.623
87 O -1.665 -0.813 -5.974
88 H -4.127 -3.645 1.452
89 H -2.058 -3.522 0.245
90 C 3.489 4.893 0.325
91 H -3.659 -5.539 1.609
92 C 3.472 -0.596 0.441
93 H 3.273 1.598 -2.776
94 O -0.206 3.740 -4.961
95 H 0.140 -0.615 -3.500
96 C -5.104 -1.178 -0.266
97 O 4.555 -4.147 3.528
98 H 5.003 0.892 -3.021
99 C 2.510 -3.981 0.589
100 H 5.632 -3.909 1.594
101 H -4.098 -1.430 -0.242
102 O -0.767 -4.023 4.029
103 H -1.402 -0.821 0.031
104 C -1.633 2.503 0.221
105 H 5.935 3.133 1.367
106 H -5.175 0.747 0.685
107 O -7.020 1.267 -1.513
108 C -0.723 -0.124 -4.036
109 O 3.237 -5.184 4.926
110 H -1.822 -6.725 0.745
111 H -3.730 1.614 5.180
112 C 4.645 -3.782 2.185
113 H -1.951 1.726 5.783
114 C -2.081 -4.451 0.889
115 H 2.884 -3.831 -0.463
116 O 1.808 4.139 -5.765
117 C 4.047 4.011 2.307

Calculated values
HOMO energy ... -9.73 eV
Frontier orbital gap ... 0.3308 Ha
Molecular weight ... 918.801 g mol⁻¹
2S+1 ... 1

Here are the Mulliken charges for atoms 1 to 6, given in e: H 0.369; H 0.110; H 0.526; C -0.028; H 0.394; H -0.348

C36H55ClFN10O7P2RbS | ωB97M-V with the def2-TZVPD basis set

Positions of all 114 atoms, in Å:
1 O -4.236 1.264 3.903
2 H -5.485 -0.559 -2.032
3 N 2.273 3.574 1.109
4 H 2.628 4.746 2.792
5 H -0.560 -4.918 3.802
6 H -1.774 -2.190 3.155
7 C -4.999 6.172 -0.010
8 C 2.626 -2.954 -0.967
9 C 1.300 3.409 0.014
10 C -4.688 4.749 -2.371
11 N -1.665 1.772 -2.246
12 H 0.749 -2.222 4.353
13 H -2.724 -0.140 -4.505
14 H 1.087 -5.033 0.331
15 H -1.378 3.658 2.607
16 C 0.845 1.202 -4.808
17 H 4.331 -3.769 1.524
18 H -4.186 0.586 -2.445
19 F 1.598 -0.570 3.214
20 C 0.173 -0.491 -3.173
21 H 2.411 -5.136 1.503
22 H -0.705 2.855 -3.692
23 Cl -2.973 1.115 3.243
24 H 2.237 0.640 -6.341
25 C -1.476 -3.194 2.867
26 H 5.774 -2.670 3.970
27 H -5.125 6.706 0.925
28 C 0.965 2.837 3.511
29 H -1.591 -2.465 -2.944
30 C -6.007 6.190 -0.964
31 C 2.984 -5.298 -0.624
32 H 1.773 3.006 4.231
33 H -4.562 4.184 -3.286
34 H 1.643 0.841 2.972
35 N 0.832 -2.975 2.375
36 H 3.965 -4.086 3.232
37 C -5.850 5.471 -2.141
38 C -3.664 4.744 -1.430
39 C 0.082 0.849 -3.690
40 O -2.984 1.799 1.985
41 C -4.873 -0.170 -2.843
42 H 1.673 -4.507 -2.139
43 H -1.569 -2.153 -5.173
44 H -3.092 -3.050 -5.359
45 H -0.496 -4.108 1.188
46 O -1.938 1.673 4.081
47 H -6.644 5.468 -2.880
48 H 0.682 0.725 0.925
49 C -0.650 -3.842 3.980
50 H 0.080 2.456 4.014
51 S -4.051 -2.710 -1.197
52 C 2.585 2.337 1.768
53 N 2.347 -3.321 0.424
54 H 1.540 5.463 1.578
55 C -0.468 -3.149 1.722
56 H 6.487 -3.389 2.508
57 H 2.433 -1.698 -5.473
58 N 0.656 4.081 2.851
59 H 0.749 2.218 -5.180
60 N -4.148 -1.269 -3.446
61 C -3.835 5.461 -0.248
62 H -5.509 0.294 -3.599
63 O -1.304 4.599 -1.262
64 C 5.676 -2.763 2.884
65 N -2.566 2.788 -2.074
66 H 6.390 -0.692 2.642
67 H 3.796 -0.191 1.952
68 H -6.911 6.764 -0.796
69 H -1.070 -3.689 4.974
70 N 3.410 -2.164 2.548
71 H -2.366 -3.765 2.601
72 C 4.206 -0.937 2.627
73 H 3.597 -2.443 -1.035
74 O -2.700 -0.278 3.026
75 C 2.661 -4.285 -1.726
76 H -0.761 5.019 1.643
77 H 4.047 -5.250 -0.371
78 P -0.417 2.846 0.523
79 O 1.842 -0.912 0.706
80 H 3.388 -4.279 -2.539
81 H 1.215 4.360 -0.513
82 H -3.043 5.424 0.487
83 C 1.786 -0.980 -4.979
84 H 2.729 -6.326 -0.891
85 H 5.722 -1.438 1.175
86 C 1.807 4.539 2.093
87 C 5.624 -1.369 2.261
88 C -2.560 -2.304 -4.757
89 C 4.299 -3.320 2.523
90 C 2.134 -4.748 0.520
91 H 1.698 2.669 -0.688
92 C 0.326 1.494 1.603
93 C 1.685 0.321 -5.465
94 C -2.380 3.994 -1.627
95 H 1.872 -2.269 -1.356
96 N 1.428 1.810 2.536
97 O -0.507 -0.939 -2.180
98 C -3.519 -2.205 -2.684
99 H 1.126 -2.387 -3.517
100 C -0.544 4.009 1.997
101 C 0.715 -3.171 3.816
102 C 1.056 -1.366 -3.878
103 H -0.664 -2.360 0.997
104 Rb -1.397 -0.241 0.347
105 H -4.026 -0.852 -5.507
106 H -0.472 1.048 2.192
107 H 2.870 1.585 1.032
108 N -2.483 -2.801 -3.376
109 H 1.537 -3.800 4.175
110 C -0.793 1.892 -3.169
111 H 3.407 2.501 2.474
112 C -3.367 -1.015 -4.651
113 H 4.183 -0.537 3.649
114 P 2.010 -2.094 1.583

Calculated values
HOMO energy ... -1.97 eV
Frontier orbital gap ... 0.2109 Ha
Molecular weight ... 973.833 g mol⁻¹
Total charge ... -2
2S+1 ... 1

Here are the Mulliken charges for atoms 1 to 6, given in e: O -0.806; H 0.370; N 0.191; H 0.289; H 0.290; H -0.140

C36H55ClN5O2SbSi3Ti | ωB97M-V with the def2-TZVPD basis set

Positions of all 104 atoms, in Å:
1 H -1.102 -2.637 -1.930
2 C 1.402 -1.466 -0.941
3 C -0.442 0.201 -5.274
4 C -0.073 -1.542 4.732
5 H -0.853 -0.976 5.253
6 H 0.732 -2.297 -0.766
7 H -5.470 2.049 3.646
8 C -2.159 0.501 2.481
9 H 2.177 -0.725 3.077
10 C 0.754 -2.838 2.116
11 C -3.795 -0.447 -0.702
12 C 2.014 4.643 1.582
13 C 2.190 0.574 -0.113
14 C -0.564 -3.770 -3.663
15 H -3.137 -3.673 -1.511
16 H -2.329 0.876 -4.531
17 C 0.970 1.798 4.201
18 C -0.860 -3.528 -5.128
19 C -3.084 -1.658 -0.819
20 H 4.004 -0.471 -2.805
21 O -1.828 -1.803 -0.280
22 O -1.948 1.080 -0.116
23 H -5.613 0.573 -1.173
24 H 0.936 4.694 1.739
25 H 1.577 -2.299 1.650
26 C -4.936 -2.625 -2.031
27 H 4.950 3.574 0.620
28 H 1.870 1.215 4.381
29 N -0.884 -2.574 -2.913
30 H 2.496 4.513 2.554
31 H 5.678 1.430 0.633
32 N 1.218 -0.380 -0.143
33 H -3.250 3.089 4.168
34 H 4.814 3.079 2.878
35 C -0.160 -2.254 -5.552
36 H 1.186 -3.496 2.879
37 H 3.898 1.340 -1.153
38 H 1.138 2.834 4.506
39 H -5.386 -3.468 -2.540
40 H -1.937 -3.410 -5.267
41 H 4.575 3.271 -1.083
42 C -0.756 -1.291 -3.362
43 H 2.345 5.607 1.177
44 Sb 0.290 1.791 2.164
45 C 3.163 0.551 -1.135
46 C 4.230 3.777 -0.177
47 N -0.868 -0.326 -2.502
48 H -1.452 1.665 -2.367
49 H 3.291 2.855 3.754
50 C 2.374 -1.551 -1.897
51 H 0.491 -4.053 -3.543
52 H 5.125 -0.249 0.485
53 H 3.692 -1.451 2.530
54 H 6.014 0.265 1.921
55 N -0.576 -1.137 -4.716
56 C 2.279 1.543 1.019
57 H -0.407 -2.001 -6.583
58 C -0.828 1.052 -3.011
59 H 3.633 -0.568 4.060
60 H 0.608 0.523 -5.283
61 C 3.256 -0.581 3.031
62 H 4.264 4.854 -0.378
63 N -2.163 1.579 3.232
64 C -4.567 1.630 3.215
65 H 0.280 -3.477 1.361
66 H -5.568 0.048 2.180
67 C -1.276 1.157 -4.453
68 Si 3.703 0.991 2.127
69 H -3.938 1.521 0.158
70 H -2.468 -2.974 1.936
71 C 5.265 0.580 1.184
72 H 4.700 1.889 4.182
73 H 0.192 1.446 -2.926
74 H -2.884 -2.343 3.544
75 H 0.020 -2.522 5.217
76 C 4.156 2.336 3.342
77 C 1.371 3.494 -1.140
78 Ti -0.795 -0.279 -0.006
79 C -5.616 -1.428 -1.938
80 H 0.872 -1.008 4.864
81 H -0.521 -4.369 -5.733
82 C -0.841 -0.106 2.113
83 C -3.672 -2.732 -1.465
84 C -4.627 0.534 2.412
85 Cl -7.199 -1.268 -2.653
86 H 0.133 1.388 4.756
87 C 3.241 -0.475 -2.036
88 H -0.781 0.161 -6.310
89 C -2.087 -2.793 2.943
90 C -3.285 0.657 0.201
91 H -1.164 -4.592 -3.273
92 H -1.165 2.178 -4.821
93 C -3.385 0.070 1.733
94 H 0.929 -2.394 -5.507
95 H -1.833 -3.763 3.388
96 H 1.783 2.982 -2.017
97 H 2.453 -2.440 -2.507
98 H -3.379 -1.011 1.610
99 C -5.057 -0.351 -1.266
100 H 1.236 4.550 -1.399
101 Si -0.543 -1.750 2.937
102 Si 2.483 3.328 0.343
103 C -3.322 2.203 3.549
104 H 0.381 3.078 -0.930

Calculated values
HOMO energy (alpha / beta) ... -4.57 / -4.63 eV
Frontier orbital gap (alpha / beta) ... 0.1371 / 0.1404 Ha
Molecular weight ... 879.207 g mol⁻¹
2S+1 ... 1

Here are the Mulliken charges for atoms 1 to 6, given in e: H -0.219; C -0.434; C -0.693; C -1.256; H 0.316; H 0.430

C36H55CrGeN8S2Se | ωB97M-V with the def2-TZVPD basis set

Positions of all 104 atoms, in Å:
1 H 3.412 2.680 0.013
2 H 1.992 -0.454 -7.882
3 C 5.439 1.972 0.025
4 H 1.877 3.091 -1.636
5 H 1.689 5.178 -3.048
6 H 2.375 -5.603 6.206
7 C -2.036 -0.462 -3.629
8 C 4.339 -0.196 1.283
9 C -5.366 -2.951 2.564
10 C 2.406 2.053 -5.632
11 C 2.755 -4.930 5.451
12 C -3.425 -0.728 -4.199
13 C 1.938 0.053 -6.928
14 H -3.836 0.967 2.393
15 Se 0.505 0.810 -0.750
16 H 1.026 -1.620 -5.949
17 Cr 1.595 0.642 1.332
18 H -3.556 -3.423 1.472
19 H -2.107 -0.168 -2.572
20 C -1.126 -1.681 -3.769
21 H 5.845 2.857 -0.445
22 C 2.440 1.362 -6.823
23 H 3.052 3.294 -2.949
24 C 1.340 0.092 -4.645
25 C -3.759 0.916 0.252
26 H 4.699 -5.825 5.387
27 Ge -2.444 -1.311 1.707
28 C 1.153 4.259 -3.293
29 C -3.560 -0.595 0.215
30 H -3.046 -0.927 -0.689
31 N 0.541 2.371 3.842
32 C 1.389 -0.607 -5.850
33 H -5.251 -1.866 2.466
34 H -0.975 -1.885 -4.830
35 C 4.551 -4.159 4.052
36 C 2.420 -3.063 3.991
37 N 3.531 0.809 0.873
38 H 0.893 -2.343 -3.339
39 H 1.122 4.185 -4.382
40 H -3.513 -1.291 4.024
41 C -4.037 -3.689 2.443
42 H 1.893 0.935 4.135
43 C -3.042 -3.368 3.562
44 H -5.418 0.919 1.620
45 C -0.274 4.373 -2.751
46 C 5.700 -0.180 1.039
47 C -1.241 3.290 -3.234
48 N 1.718 1.693 3.472
49 H -1.038 2.320 -2.776
50 H -1.092 -1.860 1.141
51 H -4.214 -4.763 2.412
52 C -4.426 1.371 1.550
53 C 3.620 -1.199 2.094
54 H -1.783 -1.672 4.141
55 C 6.258 0.912 0.384
56 H -2.630 2.387 3.339
57 C 1.112 0.765 -2.553
58 H 6.340 -0.992 1.356
59 H -3.467 -3.652 4.527
60 H -2.265 3.561 -2.980
61 H -3.358 -1.037 -5.242
62 C 1.927 -3.934 4.941
63 S 1.336 -1.803 3.355
64 H -6.060 -3.285 1.794
65 H -3.619 3.395 1.418
66 C 3.732 -3.161 3.547
67 N -1.747 2.559 3.802
68 H -4.848 3.171 2.684
69 H 7.320 0.944 0.179
70 C -2.703 -1.881 3.596
71 H -4.038 0.172 -4.159
72 C 1.838 1.396 -4.542
73 H -1.188 3.180 -4.319
74 H -2.799 1.428 0.127
75 H 2.864 1.836 -7.697
76 C 4.085 1.875 0.281
77 H 0.905 -3.836 5.287
78 S -0.697 0.759 2.161
79 H -0.255 4.398 -1.656
80 H -2.136 -3.961 3.416
81 C -4.553 2.886 1.674
82 H 5.577 -4.244 3.710
83 H -1.609 -2.565 -3.348
84 H -1.753 3.244 4.548
85 H 0.078 -1.546 -1.984
86 N 1.663 1.789 -3.226
87 H -4.384 1.190 -0.602
88 C 4.059 -5.045 4.999
89 H 0.598 3.023 4.616
90 N 0.887 -0.262 -3.385
91 H 5.222 -2.380 2.358
92 H 2.492 2.349 3.555
93 H 2.817 3.050 -5.547
94 H -3.942 -1.520 -3.653
95 H -5.829 -3.153 3.531
96 H -4.517 -1.116 0.298
97 C -0.648 1.991 3.364
98 N 4.255 -2.236 2.610
99 H -1.597 0.383 -4.168
100 H -5.323 3.263 1.001
101 C 0.224 -1.527 -3.063
102 C 2.000 3.116 -2.718
103 H -0.661 5.338 -3.080
104 N 2.352 -0.900 2.304

Calculated values
HOMO energy (alpha / beta) ... -17.43 / -17.48 eV
<S²> ... 3.9410
Frontier orbital gap (alpha / beta) ... 0.1804 / 0.2223 Ha
Molecular weight ... 867.592 g mol⁻¹
Total charge ... +4
2S+1 ... 4

Here are the Mulliken charges for atoms 1 to 6, given in e: H 0.559; H 0.457; C -0.982; H -0.152; H 0.441; H 0.436

Max |F| for every record listed, in sequence, given in hartree/bohr: 0.16545 0.04363 0.04346 0.01988.